Entry 1:
ORCA calculation (the ωB97M-V functional and the def2-TZVPD basis) on a 4-piece molecular cluster, C27H62BO2 overall.

Summary:
Molecular weight = 429.6 g/mol
Total charge = -1
HOMO level = -4.658 eV
E_LUMO = 2.15 eV
Electronic energy = -1241.29707 Eh
F_max = 1.84 eV/A

```
92
Properties=species:S:1:pos:R:3:forces:R:3:mulliken_charge:R:1
C -6.0110 -2.4068 0.2828 0.0 -0.6 -0.1 -1.10
B -5.0403 -3.6481 0.8097 0.0 0.0 0.3 0.47
C -4.0844 -3.2276 2.1236 0.0 -0.1 -1.1 -1.20
C -2.5813 -3.4899 1.9189 -0.1 0.5 0.6 0.66
C -2.0615 -4.7948 2.5168 0.2 -0.2 -0.7 -1.08
C -2.9687 -6.0169 2.3407 0.3 -0.3 0.3 -0.35
C -2.6467 -6.9287 1.1589 -0.3 0.1 0.2 -0.96
C -2.8996 -6.3830 -0.2206 0.1 -1.1 -0.5 -0.25
O -1.9132 -5.4076 -0.5975 -0.4 1.0 0.1 -0.27
C -2.2221 -4.7414 -1.7323 -0.5 -1.0 -1.5 0.55
C -1.9478 -3.2640 -1.7448 0.0 0.0 0.2 -0.69
O -2.6571 -5.3122 -2.7298 0.4 0.7 1.5 -0.64
H -5.9192 -2.2857 -0.8006 0.0 0.2 -0.1 0.17
H -7.0614 -2.6550 0.4541 -0.1 0.2 0.1 0.28
H -5.8015 -1.4449 0.7578 0.0 0.1 0.0 0.28
H -5.7424 -4.6284 1.1110 0.0 0.0 0.0 -0.27
H -4.3257 -4.0372 -0.1213 0.1 0.2 0.0 -0.38
H -4.4401 -3.7467 3.0149 0.0 0.2 0.3 0.36
H -4.2058 -2.1509 2.2657 -0.1 0.1 0.3 0.24
H -2.3311 -3.4320 0.8627 -0.1 -0.2 0.1 -0.81
H -2.0133 -2.6808 2.3969 0.2 0.0 0.0 0.51
H -1.1110 -5.0324 2.0270 0.2 0.0 0.1 0.35
H -1.8164 -4.6621 3.5701 -0.2 0.1 0.2 0.41
H -2.8401 -6.6398 3.2307 -0.1 -0.1 0.1 0.28
H -4.0227 -5.7509 2.3010 -0.1 0.2 -0.1 0.27
H -3.3274 -7.7804 1.2396 0.0 -0.2 0.0 0.39
H -1.6416 -7.3431 1.2501 0.2 0.1 -0.1 0.33
H -2.8426 -7.2090 -0.9337 0.1 0.0 -0.1 0.37
H -3.9002 -5.9636 -0.3002 0.1 0.3 0.1 0.20
H -1.9799 -2.8084 -0.7626 0.1 -0.1 0.0 0.33
H -0.9763 -3.0781 -2.1968 0.1 0.0 -0.1 0.44
H -2.7255 -2.8150 -2.3522 0.0 0.1 -0.2 0.10
C -2.5903 2.7628 -5.4822 -0.1 0.1 0.0 -1.25
C -2.9871 2.9798 -4.0245 0.1 0.0 -0.1 -0.71
C -2.4106 1.9301 -3.0769 0.0 0.0 0.1 -0.46
C -2.8697 0.4955 -3.3389 0.0 0.0 -0.1 -0.45
C -4.3823 0.2857 -3.2933 0.0 0.0 0.1 -0.51
C -4.9984 0.5992 -1.9331 0.0 0.0 -0.1 -1.17
H -2.9635 1.8129 -5.8661 0.0 0.0 0.0 0.35
H -2.9974 3.5555 -6.1128 0.0 0.0 0.0 0.37
H -1.5034 2.7705 -5.5937 0.0 0.0 0.0 0.26
H -4.0767 3.0104 -3.9443 0.0 0.0 0.0 0.43
H -2.6315 3.9652 -3.7075 0.0 0.0 0.0 0.37
H -2.6586 2.2093 -2.0493 0.0 0.0 0.0 0.39
H -1.3165 1.9609 -3.1405 0.0 0.0 0.0 0.23
H -2.4014 -0.1579 -2.5969 0.0 0.0 0.0 0.20
H -2.4929 0.1621 -4.3109 0.0 0.0 0.0 0.33
H -4.5909 -0.7581 -3.5401 0.0 0.0 0.0 0.42
H -4.8712 0.8850 -4.0684 0.0 0.0 0.0 0.27
H -4.5540 -0.0238 -1.1562 0.0 0.0 0.0 0.20
H -6.0689 0.3959 -1.9413 0.0 0.0 0.1 0.41
H -4.8625 1.6475 -1.6565 0.0 0.0 0.0 0.32
C 1.1859 4.3970 -3.6509 -0.1 0.0 0.1 -1.07
C 0.9536 4.6906 -2.1714 0.0 0.1 -0.1 -0.18
C 2.2384 4.9978 -1.4046 0.0 0.0 0.1 -0.85
C 3.2525 3.8533 -1.3721 0.0 0.0 0.0 -0.60
C 2.7237 2.5446 -0.7864 0.1 0.0 0.1 -0.23
C 2.2908 2.6623 0.6717 0.0 -0.1 -0.1 -1.20
H 1.8097 3.5138 -3.7945 0.0 0.0 0.0 0.28
H 0.2356 4.2155 -4.1559 0.0 0.0 0.0 0.20
H 1.6714 5.2431 -4.1424 0.0 0.0 0.0 0.38
H 0.4279 3.8506 -1.7097 0.0 0.0 0.0 0.08
H 0.2839 5.5505 -2.0851 0.0 0.0 0.0 0.42
H 1.9800 5.2863 -0.3819 0.0 0.0 0.0 0.32
H 2.7182 5.8750 -1.8512 0.0 0.0 0.0 0.38
H 4.1222 4.1764 -0.7900 0.0 0.0 0.0 0.30
H 3.6232 3.6642 -2.3835 0.0 0.0 0.0 0.31
H 3.5115 1.7900 -0.8617 0.0 0.0 0.0 0.35
H 1.8895 2.1714 -1.3861 0.0 0.0 0.0 0.16
H 3.1243 2.9962 1.2947 0.0 0.0 0.0 0.21
H 1.9519 1.6980 1.0517 0.0 0.0 0.0 0.39
H 1.4700 3.3697 0.7964 0.0 0.0 0.0 0.37
C 7.0333 2.4815 1.6513 0.0 -0.1 0.0 -1.27
C 5.9806 1.7715 2.4981 0.0 0.1 -0.1 -0.16
C 5.7120 2.4575 3.8361 0.0 0.0 0.0 -0.64
C 6.9157 2.5254 4.7776 0.0 0.0 0.0 -0.85
C 7.5330 1.1728 5.1292 0.0 0.0 0.1 -0.36
C 6.5745 0.2390 5.8627 0.1 0.0 -0.1 -1.19
H 8.0050 2.5024 2.1472 0.0 0.0 0.0 0.36
H 7.1648 1.9753 0.6940 0.0 0.0 0.0 0.38
H 6.7353 3.5121 1.4459 0.0 0.0 0.0 0.27
H 6.2783 0.7317 2.6571 0.0 0.0 0.0 0.30
H 5.0439 1.7336 1.9367 0.0 0.0 0.0 0.12
H 4.8850 1.9460 4.3357 0.0 0.0 0.0 0.35
H 5.3619 3.4774 3.6472 0.0 0.0 0.0 0.40
H 6.6053 3.0237 5.7015 0.0 0.0 0.0 0.38
H 7.6880 3.1635 4.3387 0.0 0.0 0.0 0.32
H 8.4098 1.3463 5.7590 0.0 0.0 0.0 0.37
H 7.9018 0.6812 4.2249 0.0 0.0 0.0 0.23
H 6.2233 0.6945 6.7909 0.0 0.0 0.0 0.29
H 7.0676 -0.7002 6.1172 0.0 0.0 0.0 0.37
H 5.7024 -0.0043 5.2550 0.0 0.0 0.0 0.28
```
Positions in Å, forces in eV/Å.


Entry 2:
ORCA calculation (the ωB97M-V functional and the def2-TZVPD basis) on C27H62N10O5Ti as an isolated structure.

Summary:
Energy relative to the best compared isomer or geometry (same formula, charge and spin) = 0.0 kcal per mole
Molecular weight = 654.7 g/mol
Total charge = +3
HOMO level (alpha / beta) = -15.489 / -15.489 eV
E_LUMO (alpha / beta) = -7.15 / -10.74 eV
⟨S²⟩ = 0.777
Electronic energy = -2838.19967 Eh
Multiplicity = 2
F_max = 0.59 eV/A

```
105
Properties=species:S:1:pos:R:3:forces:R:3:mulliken_spin:R:1
Ti 0.6572 0.7641 0.0164 0.5 0.1 -0.2 0.00
C 1.9911 0.6931 3.7435 0.0 -0.1 -0.1 0.00
N 1.9488 1.9848 3.0738 -0.1 0.1 0.2 0.00
C 3.1521 2.8084 3.2481 0.0 0.0 -0.1 0.00
C 0.8156 2.4728 2.5380 0.0 0.1 -0.1 0.00
N 0.0416 1.7051 1.7158 0.1 -0.1 0.1 0.00
C -1.4057 1.9562 1.7754 -0.1 -0.1 0.0 0.00
C -2.1742 0.8365 1.0968 0.0 0.0 0.1 0.00
N -1.6561 0.4238 -0.2413 -0.1 0.0 0.0 0.00
C -2.4540 -0.7876 -0.6160 0.0 0.0 0.0 0.04
C -2.2362 -2.0811 0.1865 0.0 -0.1 -0.1 -0.08
N -1.7235 -3.1314 -0.6806 0.0 0.5 0.0 0.40
C -2.2219 -4.3160 -0.6482 0.0 -0.5 -0.2 -0.03
N -3.2250 -4.8081 0.1348 0.3 -0.2 0.0 0.11
C -3.1254 -4.8070 1.5918 -0.1 0.1 0.1 -0.02
C -4.2135 -5.7165 -0.4380 -0.1 -0.1 0.0 -0.01
N -1.6566 -5.2137 -1.5707 -0.4 0.2 0.3 0.49
C -1.3668 -6.5716 -1.1668 -0.1 -0.2 -0.1 -0.03
C -1.5990 -4.8916 -2.9810 0.2 0.1 -0.1 -0.03
C -1.9996 1.4263 -1.3021 0.0 0.0 0.1 0.00
C -1.1353 2.6769 -1.3369 -0.1 0.0 0.0 0.00
N 0.2881 2.3536 -1.2070 -0.1 0.0 0.0 0.00
C 1.1595 2.9742 -2.0433 0.1 0.0 -0.1 0.00
N 2.3668 3.3575 -1.6129 0.0 0.0 0.0 0.00
C 3.5515 3.3319 -2.4710 0.0 0.0 0.0 0.00
C 2.5973 3.9047 -0.2835 0.0 0.0 0.0 0.00
N 0.8527 3.2114 -3.3342 0.0 0.0 0.0 0.00
C -0.0089 2.3454 -4.1210 0.0 0.0 0.0 0.00
C 1.3383 4.3915 -4.0499 0.0 0.0 0.0 0.00
N 0.4752 3.7409 2.8286 0.0 0.1 -0.1 0.00
C -0.2097 4.6347 1.9015 0.0 0.0 0.0 0.00
C 0.7452 4.3553 4.1296 0.0 0.0 0.0 0.00
H 2.0962 0.8464 4.8201 0.0 0.0 0.0 0.00
H 2.8560 0.1236 3.4063 0.0 0.0 0.0 0.00
H 1.0826 0.1425 3.5343 -0.1 -0.1 0.0 0.00
H 3.4962 3.1622 2.2797 0.0 0.1 0.0 0.00
H 3.9287 2.1652 3.6527 0.0 0.0 0.0 0.00
H 3.0282 3.6434 3.9299 0.0 0.0 0.1 0.00
H -1.6902 2.9056 1.3313 0.0 0.0 0.0 0.00
H -1.7477 1.9907 2.8141 0.1 0.0 0.0 0.00
H -3.2239 1.1360 0.9976 0.0 0.0 0.0 0.00
H -2.1357 -0.0495 1.7293 0.0 0.0 0.0 0.00
H -2.2980 -1.0034 -1.6688 0.1 0.0 0.0 -0.02
H -3.5050 -0.4973 -0.5123 0.0 -0.1 -0.1 0.01
H -3.1808 -2.3899 0.6371 0.0 0.1 0.1 0.01
H -1.5080 -1.9134 0.9858 0.0 0.0 0.0 0.04
H -2.3848 -4.0799 1.9147 0.0 0.0 0.0 0.00
H -2.8334 -5.7937 1.9598 0.0 0.0 0.0 0.01
H -4.0913 -4.5529 2.0285 0.0 0.0 0.0 0.01
H -4.3743 -5.4824 -1.4893 0.0 0.0 0.0 0.01
H -5.1536 -5.5701 0.0913 0.0 0.0 0.0 0.00
H -3.9375 -6.7695 -0.3343 0.0 0.0 0.0 0.01
H -0.4624 -6.8978 -1.6802 0.0 0.0 0.0 0.01
H -2.1726 -7.2531 -1.4615 0.0 0.0 0.0 0.04
H -1.2300 -6.6220 -0.0898 0.0 0.0 0.0 0.01
H -2.3778 -5.4488 -3.5126 0.0 0.0 0.0 0.03
H -0.6367 -5.1994 -3.3913 0.0 0.0 0.0 0.02
H -1.7547 -3.8258 -3.1159 0.0 0.0 0.0 0.01
H -3.0576 1.6955 -1.2093 0.0 0.0 0.0 0.00
H -1.8794 0.9110 -2.2535 0.0 0.0 0.0 0.00
H -1.4314 3.3742 -0.5521 0.0 0.0 0.0 0.00
H -1.3593 3.1863 -2.2739 0.0 0.0 0.0 0.00
H 3.9074 4.3366 -2.7028 0.0 0.0 0.0 0.00
H 3.3334 2.8057 -3.3956 0.0 0.0 0.0 0.00
H 4.3312 2.7928 -1.9343 0.0 0.0 0.0 0.00
H 1.8304 3.5616 0.3994 0.0 0.0 0.0 0.00
H 2.5943 4.9968 -0.3268 0.0 0.0 0.0 0.00
H 3.5628 3.5561 0.0713 0.0 0.0 0.0 0.00
H -0.2201 1.4411 -3.5627 0.0 0.0 0.0 0.00
H 0.5086 2.0734 -5.0427 0.0 0.0 0.0 0.00
H -0.9393 2.8471 -4.3968 0.0 0.0 0.0 0.00
H 1.7708 5.1036 -3.3541 0.0 0.0 0.0 0.00
H 0.4893 4.8639 -4.5446 0.0 0.0 0.0 0.00
H 2.0773 4.1312 -4.8083 0.0 0.0 0.0 0.00
H -0.1334 4.2580 0.8856 0.0 0.0 0.0 0.00
H 0.2798 5.6080 1.9425 0.0 0.0 0.0 0.00
H -1.2571 4.7727 2.1755 0.0 0.0 0.0 0.00
H 1.5100 5.1291 4.0566 0.0 0.0 0.0 0.00
H 1.0447 3.6031 4.8529 0.0 0.0 0.0 0.00
H -0.1769 4.8200 4.4790 0.0 0.0 0.0 0.00
C 0.0528 -1.1517 -2.9864 0.0 0.1 0.0 0.01
O 0.8601 -0.2556 -2.2166 0.1 0.0 0.0 0.00
C 2.1991 -0.7555 -2.0931 0.0 -0.1 0.0 0.00
C 2.2079 -1.8556 -1.0572 0.0 0.1 0.0 0.00
O 1.3710 -1.4567 0.0579 -0.1 -0.1 0.1 -0.01
C 1.9161 -1.9156 1.3150 -0.1 0.0 0.1 0.00
C 0.8526 -2.4934 2.2090 0.0 0.0 0.0 0.00
O -0.1206 -1.5103 2.5043 0.0 0.0 0.0 0.00
C -0.8863 -1.8300 3.6631 0.0 0.0 0.0 0.00
H 0.5941 -1.4415 -3.8888 0.0 0.0 0.0 0.00
H -0.8478 -0.6221 -3.2883 0.0 0.0 0.0 0.00
H -0.2181 -2.0341 -2.4065 0.0 0.0 0.0 -0.01
H 2.8345 0.0747 -1.7897 0.0 0.0 0.0 0.00
H 2.5558 -1.1375 -3.0521 0.0 0.0 0.0 0.00
H 3.2331 -2.0092 -0.7216 0.0 0.0 0.0 0.00
H 1.8110 -2.7966 -1.4435 0.0 0.0 0.0 0.00
H 2.4222 -1.0748 1.7853 0.0 0.0 0.0 0.00
H 2.6560 -2.6926 1.1252 0.0 0.0 0.0 0.00
H 1.3423 -2.8384 3.1270 0.0 0.0 0.0 0.00
H 0.3787 -3.3642 1.7344 0.0 0.0 0.0 0.00
H -0.2407 -1.9384 4.5378 0.0 0.0 0.0 0.00
H -1.4464 -2.7599 3.5273 0.0 0.0 0.0 0.00
H -1.5842 -1.0127 3.8338 0.0 0.0 0.0 0.00
O 2.3049 1.0266 0.1699 -0.3 0.3 0.0 0.00
O 3.6069 1.1860 0.1160 0.0 -0.3 0.1 0.00
```
Positions in Å, forces in eV/Å.


Entry 3:
ORCA calculation (the ωB97M-V functional and the def2-TZVPD basis) on a 7-piece molecular cluster, C27H62N7O9P2S overall.

Summary:
Molecular weight = 722.8 g/mol
HOMO level (alpha / beta) = -8.034 / -8.250 eV
E_LUMO (alpha / beta) = 0.55 / 0.55 eV
⟨S²⟩ = 0.754
Electronic energy = -3207.31368 Eh
Multiplicity = 2
F_max = 1.22 eV/A

```
108
Properties=species:S:1:pos:R:3:forces:R:3:mulliken_spin:R:1
C 3.7630 -1.4292 -1.8908 -0.1 -0.2 0.3 0.02
C 3.3427 -0.2626 -0.9803 0.6 0.6 -0.9 0.00
C 4.1511 0.9747 -1.4363 -0.2 -0.4 -0.2 -0.01
C 1.8331 0.0281 -1.1782 -0.2 -0.1 0.2 0.02
C 0.9029 -0.1658 0.0457 -0.2 -0.1 -0.1 0.00
P -0.6863 -0.8065 -0.6382 0.2 -0.6 0.4 0.00
S -0.5618 -2.4779 -1.6436 0.1 0.1 -0.3 0.00
P 0.4568 1.5185 0.7588 0.0 0.3 0.1 0.00
O -0.7462 1.1219 1.7918 0.3 0.0 -0.4 0.00
O 1.6017 1.7027 1.9101 -0.3 0.0 -0.3 0.00
C 1.3453 -1.1999 1.1083 -0.1 0.0 -0.4 0.01
C 2.8672 -1.4908 1.1956 0.3 -0.4 1.0 -0.01
C 3.2967 -1.3792 2.6758 -0.3 -0.1 -0.3 0.01
C 3.1551 -2.9355 0.7601 0.1 0.4 -0.2 0.03
N 3.6839 -0.5077 0.4394 -1.0 0.4 0.1 0.42
O 3.9727 0.5516 1.1017 0.3 -0.1 0.0 0.52
H 3.0245 -2.2286 -1.8886 0.1 -0.1 0.0 0.00
H 4.7387 -1.8164 -1.5970 0.0 -0.1 0.0 -0.01
H 3.8372 -1.0784 -2.9175 0.0 0.1 0.0 0.00
H 5.1649 0.9509 -1.0528 0.0 0.1 0.1 0.01
H 3.6580 1.9077 -1.1740 0.2 0.0 0.3 0.01
H 4.2398 0.9546 -2.5212 -0.1 0.1 0.0 0.00
H 1.7191 1.0596 -1.5211 0.0 0.0 0.0 0.00
H 1.4783 -0.6042 -1.9950 0.1 0.0 0.0 0.00
H -1.4902 -0.9721 0.4970 0.0 0.3 -0.1 0.00
H -1.2825 0.2565 -1.3428 0.0 0.1 0.1 0.00
H -1.6084 1.2050 1.3468 -0.2 -0.1 0.4 0.00
H 2.3717 2.1190 1.4975 0.2 -0.2 0.2 0.00
H 0.9756 -0.8871 2.0845 0.0 0.1 0.0 0.00
H 0.8502 -2.1515 0.8894 0.1 -0.1 0.0 -0.01
H 2.8420 -0.5107 3.1430 0.2 0.1 0.0 0.00
H 2.9414 -2.2698 3.1960 0.0 0.0 0.0 0.00
H 4.3794 -1.3298 2.7640 0.0 0.0 0.0 0.00
H 2.7384 -3.1625 -0.2171 0.0 -0.1 0.0 0.00
H 4.2317 -3.1079 0.7488 0.0 -0.1 0.0 -0.02
H 2.7041 -3.5987 1.4946 0.0 -0.1 0.0 0.00
C -4.6230 0.3782 0.8321 -0.1 0.0 0.0 0.00
O -3.4530 0.4199 1.1986 0.1 0.1 -0.2 0.00
N -5.1574 -0.6042 0.1036 0.0 0.0 0.0 0.00
C -6.5555 -0.5961 -0.2967 0.2 -0.2 0.0 0.00
C -4.3011 -1.7140 -0.2922 0.0 0.2 0.1 0.00
H -5.3436 1.1693 1.0918 0.0 0.0 0.0 0.00
H -7.0626 -1.4756 0.1020 0.0 0.0 0.0 0.00
H -6.6324 -0.6067 -1.3842 -0.1 0.0 0.0 0.00
H -7.0559 0.2901 0.0719 0.0 0.0 0.0 0.00
H -3.8961 -2.2002 0.5960 0.0 -0.1 -0.1 0.00
H -3.4715 -1.3333 -0.8859 0.0 -0.2 -0.1 0.00
H -4.8667 -2.4341 -0.8756 0.0 0.0 0.0 0.00
C -8.7224 2.1832 0.6598 -0.1 0.0 0.0 0.00
O -9.0949 1.4007 -0.1962 0.1 0.1 0.1 0.00
N -9.4043 3.2673 1.0612 0.0 0.1 0.1 0.00
C -8.8929 4.1565 2.0823 -0.1 0.0 -0.1 0.00
C -10.6972 3.5541 0.4472 0.3 -0.1 -0.1 0.00
H -7.7614 2.0648 1.1957 0.0 0.0 0.0 0.00
H -9.5784 4.1968 2.9315 0.0 0.0 0.0 0.00
H -8.7708 5.1658 1.6837 0.0 0.0 0.0 0.00
H -7.9254 3.8016 2.4329 0.0 0.0 0.0 0.00
H -11.3853 2.7314 0.6044 -0.1 0.0 0.0 0.00
H -10.5721 3.6956 -0.6268 -0.1 0.0 0.0 0.00
H -11.1087 4.4592 0.8870 0.0 0.0 0.0 0.00
C -14.7313 2.6331 1.0657 0.0 0.0 -0.1 0.00
O -13.5988 2.4677 0.6534 -0.1 0.0 0.0 0.00
N -15.1099 2.4407 2.3436 -0.1 0.0 0.0 0.00
C -16.4737 2.6492 2.7845 0.1 0.0 0.1 0.00
C -14.1081 2.0069 3.3024 0.0 0.0 -0.1 0.00
H -15.5572 2.9586 0.4116 0.0 0.0 0.0 0.00
H -16.5126 3.4190 3.5577 -0.1 0.0 0.0 0.00
H -16.8907 1.7247 3.1886 0.0 0.0 0.0 0.00
H -17.0861 2.9688 1.9439 0.0 0.0 0.0 0.00
H -13.3010 2.7377 3.3639 0.0 0.0 0.0 0.00
H -13.6772 1.0536 2.9956 0.0 0.0 0.0 0.00
H -14.5709 1.8972 4.2800 0.0 0.0 0.0 0.00
C 7.8043 2.5813 -2.8799 -0.1 0.0 0.0 0.00
O 6.7147 2.0588 -2.7238 0.1 0.0 -0.1 0.00
N 8.9572 2.0914 -2.3934 0.1 0.1 0.0 0.00
C 10.2379 2.7463 -2.6045 -0.2 -0.2 0.1 0.00
C 8.9091 0.8596 -1.6276 -0.1 0.0 0.0 0.00
H 7.9358 3.5199 -3.4439 0.0 0.0 0.0 0.00
H 10.9251 2.0900 -3.1280 0.1 0.0 0.0 0.00
H 10.6769 3.0233 -1.6426 0.1 0.0 0.0 0.00
H 10.0957 3.6488 -3.1954 0.0 0.0 0.0 0.00
H 8.5001 0.0502 -2.2338 0.0 0.0 0.0 0.00
H 8.2700 0.9800 -0.7516 0.0 0.0 0.0 0.00
H 9.9155 0.5983 -1.3085 0.0 0.0 0.0 0.00
C -1.8676 -5.7491 -0.0587 0.0 0.1 0.0 0.00
O -2.9701 -6.2397 0.1097 0.0 0.0 0.0 0.00
N -0.7160 -6.3198 0.3530 0.1 0.0 0.0 0.00
C 0.5769 -5.6997 0.1369 -0.1 -0.2 0.1 0.00
C -0.7865 -7.5979 1.0375 -0.1 0.1 0.0 0.00
H -1.7181 -4.7830 -0.5650 0.0 0.0 0.0 0.00
H 1.2144 -6.3538 -0.4630 0.1 0.0 0.0 0.00
H 1.0662 -5.5127 1.0958 0.1 0.0 0.0 0.00
H 0.4547 -4.7524 -0.3865 0.0 0.0 0.0 0.00
H -1.2494 -8.3484 0.3956 0.0 0.0 0.0 0.00
H -1.3900 -7.5125 1.9420 0.0 0.0 0.0 0.00
H 0.2185 -7.9185 1.3020 0.0 0.0 0.0 0.00
C 14.1521 1.4731 -3.5090 0.0 0.0 -0.1 0.00
O 13.0747 2.0036 -3.7081 0.1 0.0 0.0 0.00
N 14.6353 1.1708 -2.2898 0.1 0.0 0.0 0.00
C 15.9262 0.5393 -2.1055 -0.1 0.0 0.1 0.00
C 13.8266 1.4933 -1.1269 0.0 0.0 -0.1 0.00
H 14.8333 1.1920 -4.3289 0.0 0.0 0.0 0.00
H 15.8131 -0.4213 -1.5993 0.0 0.0 0.0 0.00
H 16.5813 1.1761 -1.5079 0.0 0.0 0.0 0.00
H 16.3933 0.3701 -3.0733 0.0 0.0 0.0 0.00
H 12.8677 0.9758 -1.1770 0.0 0.0 0.0 0.00
H 13.6306 2.5653 -1.0868 0.0 0.0 0.0 0.00
H 14.3539 1.1883 -0.2266 0.0 0.0 0.0 0.00
```
Positions in Å, forces in eV/Å.